[1]
Density functional theory data (ωB97M-V/def2-TZVPD) for the ion C8H13ClNO2 with charge +1.

As for the charge: +1. The LUMO energy (alpha / beta) is -3.825 / -3.825 eV. The calculation puts the HOMO-LUMO gap (alpha / beta) at 8.723 / 8.722 eV. For the energy above the lowest of the compared OMol25 structures with the same formula, charge and spin, the calculation gives 57.0 kcal per mole. The energy is -26601.0632 eV.

```
25
C8H13ClNO2 (ωB97M-V/def2-TZVPD)
C -0.6418 0.9367 -0.3880
C 0.7550 0.5877 -1.5862
C 1.4463 -0.9487 0.1686
C -0.8554 -0.0175 0.7735
C -0.0393 -1.1974 0.7984
C 0.6374 1.2130 -2.8969
C -0.7277 -2.4058 0.0949
C -0.5506 2.1616 2.0217
N 1.4796 -0.4050 -1.1842
O 2.2396 -0.9816 -2.0103
O -0.0149 1.1833 1.0998
Cl -1.7915 2.1309 -0.8007
H 2.0711 -0.2969 0.7057
H 1.9638 -1.8954 0.1476
H -1.7975 -0.0524 1.3087
H 0.0587 -1.6137 1.8563
H 0.6129 0.4335 -3.6500
H 1.6613 1.6137 -3.1143
H -0.2176 1.8147 -3.0011
H -1.4917 -1.9040 -0.4181
H -1.0427 -3.1232 0.8228
H -0.0804 -2.8570 -0.6260
H -0.3449 1.9109 3.1563
H -1.6762 2.3492 1.8867
H -0.1208 3.1329 1.8168
```

***

[2]
Density functional theory data (ωB97M-V/def2-TZVPD) for the molecule C8H13ClO.

The LUMO energy (alpha / beta) is 0.565 / 0.502 eV. The calculation puts the HOMO-LUMO gap (alpha / beta) at 7.425 / 7.752 eV. For the energy above the lowest of the compared OMol25 structures with the same formula, charge and spin, the calculation gives 43.1 kcal per mole. The energy is -23074.3494 eV.

```
23
C8H13ClO (ωB97M-V/def2-TZVPD)
C -1.5832 -1.4067 -0.6288
C -0.4179 -1.4029 0.0394
C -0.1302 1.6969 -1.2288
C 0.2217 2.3069 0.1307
C 0.6734 0.4066 -1.4599
C -0.0667 1.3107 1.1977
C 0.6658 -0.5103 -0.2759
C -0.2006 -2.3513 1.1916
O 1.9089 -0.7321 0.2235
Cl 0.9881 1.2394 2.5566
H -2.3783 -2.0745 -0.3483
H -1.7774 -0.7612 -1.4649
H -1.1977 1.4738 -1.2449
H 0.0802 2.4069 -2.0305
H 1.2787 2.5787 0.1549
H -0.3700 3.2210 0.2597
H 0.2743 -0.1031 -2.3369
H 1.7154 0.6635 -1.6530
H -1.0920 1.0735 1.4351
H 0.6128 -3.0454 0.9738
H 0.0363 -1.8049 2.1061
H -1.0999 -2.9342 1.3668
H 1.8583 -1.2512 1.0360
```

***

[3]
Density functional theory data (ωB97M-V/def2-TZVPD) for a structure of composition C8H13F6N5O10RhS4.

As for the charge: -1. The LUMO energy (alpha / beta) is 2.472 / 0.555 eV. As for the spin multiplicity: 5. The calculation puts the HOMO-LUMO gap (alpha / beta) at 7.845 / 6.507 eV. For the energy above the lowest of the compared OMol25 structures with the same formula, charge and spin, the calculation gives 0.0 kcal per mole. The energy is -99083.8190 eV.

```
47
C8H13F6N5O10RhS4 (ωB97M-V/def2-TZVPD)
Rh 0.0400 0.4354 -0.5200
F -2.7571 2.1830 4.5985
C -1.6549 2.3267 3.8627
F -1.4847 3.6316 3.6228
F -0.6102 1.9012 4.5739
S -1.7987 1.4175 2.2590
O -0.4825 1.6839 1.6376
O -2.8771 2.0655 1.5566
N -2.0246 0.0013 2.8039
S -1.8969 -1.2425 1.7196
O -1.7983 -0.4693 0.4815
O -2.9964 -2.1226 1.9221
C -0.4405 -1.9204 2.7766
F 0.5038 -0.9951 2.8839
F -1.0012 -2.1062 3.9746
F 0.1005 -3.0579 2.4282
C 4.4194 0.4026 0.3339
C 3.1226 0.6251 -0.3701
N 2.0623 1.0485 0.2016
O 2.1968 1.3174 1.5368
C 3.0512 0.2912 -1.8126
C 4.2717 -0.1494 -2.5662
N 1.9248 0.3882 -2.4077
O 1.5706 0.2459 -3.5694
H 4.3785 0.7764 1.3510
H 5.2421 0.8821 -0.1975
H 4.6241 -0.6699 0.3637
H 1.2723 1.4743 1.8265
H 4.7496 -0.9913 -2.0648
H 5.0055 0.6571 -2.6304
H 4.0012 -0.4571 -3.5730
C -3.9031 -0.5621 -1.7231
N -3.2091 0.7058 -1.5594
C -2.1580 1.0533 -2.2848
N -1.8973 0.3903 -3.4273
S -1.1008 2.2840 -1.7178
H -4.6964 -0.6103 -0.9826
H -3.2133 -1.3930 -1.5483
H -4.3517 -0.6292 -2.7156
H -3.2299 1.1293 -0.6385
H -2.1975 -0.5742 -3.4644
H -0.9549 0.5312 -3.7668
O 0.9540 -1.5341 0.1614
S 0.0469 -2.4425 -0.6486
O -1.0620 -2.8453 0.2380
O -0.4669 -1.4947 -1.7155
O 0.7261 -3.5816 -1.2099
```

***

[4]
Density functional theory data (ωB97M-V/def2-TZVPD) for the molecule C8H13FO.

The LUMO energy is 1.021 eV. The calculation puts the HOMO-LUMO gap at 10.304 eV. The SMILES is C[C@H]1C[C@](C)(F)C2(CC2)O1. For the energy above the lowest of the compared OMol25 structures with the same formula, charge and spin, the calculation gives 35.0 kcal per mole. The energy is -13269.6684 eV.

```
23
C8H13FO (ωB97M-V/def2-TZVPD)
C -2.7621 0.0945 -0.2588
C -1.5306 0.2198 0.6416
C -0.7326 -1.1194 0.6374
C 0.6168 -0.8567 0.0895
C 1.1102 -1.4489 -1.2482
F 1.5396 -1.3419 1.0638
C 0.6069 0.7508 0.1476
C 1.6387 1.4668 1.0535
C 1.6758 1.6510 -0.4896
O -0.7094 1.1515 -0.0180
H -2.4023 -0.3755 -1.2301
H -3.3464 0.9103 -0.4932
H -3.5224 -0.6907 0.0606
H -1.7410 0.6607 1.6687
H -0.6288 -1.6625 1.6354
H -1.3060 -1.7874 0.0771
H 2.0895 -1.1166 -1.4019
H 0.6778 -0.9532 -2.1694
H 1.1518 -2.5287 -1.1353
H 2.3921 0.7542 1.3676
H 1.3973 2.2286 1.7999
H 1.2269 2.5355 -0.6727
H 2.5580 1.4576 -1.1255
```

***

[5]
Density functional theory data (ωB97M-V/def2-TZVPD) for a cluster of 2 separate species, C8H13IN2 in total.

The LUMO energy is -0.367 eV. The calculation puts the HOMO-LUMO gap at 8.163 eV. For the energy above the lowest of the compared OMol25 structures with the same formula, charge and spin, the calculation gives 101.7 kcal per mole. The energy is -19582.2838 eV.

```
24
C8H13IN2 (ωB97M-V/def2-TZVPD)
C 2.7090 2.6312 -0.6145
C 2.7038 2.5075 -1.9321
C 0.8006 -0.5781 0.5568
C -0.4857 -0.7841 0.7834
C -2.2477 0.6574 0.6201
C -1.2868 -2.3048 -1.1288
C -1.2164 0.1633 1.6566
C -1.1938 -2.1065 0.4459
N 3.7028 2.5228 0.1775
N 4.3357 2.7346 1.0777
I 2.2219 -1.6449 -0.4756
H 3.5678 2.2172 -2.5598
H 1.8181 2.5930 -2.6134
H 1.1705 0.3421 0.9797
H -2.8346 1.3920 1.1303
H -2.9321 -0.0974 0.4205
H -1.8253 1.1216 -0.2034
H -2.3188 -2.2051 -1.3951
H -0.9041 -3.2455 -1.3600
H -0.7968 -1.5383 -1.6928
H -1.8047 -0.1747 2.5545
H -0.6019 0.9074 1.9627
H -0.5041 -2.9981 0.7136
H -2.0775 -2.1126 0.8963
```

***

[6]
Density functional theory data (ωB97M-V/def2-TZVPD) for a cluster of 2 separate species, C8H13N2 in total.

As for the charge: +1. The LUMO energy is -2.948 eV. The calculation puts the HOMO-LUMO gap at 8.489 eV. For the energy above the lowest of the compared OMol25 structures with the same formula, charge and spin, the calculation gives 132.8 kcal per mole. The energy is -11475.7294 eV.

```
23
C8H13N2 (ωB97M-V/def2-TZVPD)
C 3.0006 -0.5299 -0.4841
C 2.8514 0.8326 -0.6316
C 2.1158 -1.1130 0.4159
C 1.9846 1.7083 0.1379
C 1.5722 -2.2916 0.2396
C -2.7214 -0.6166 -0.6259
C -3.4148 0.2168 0.3417
C 0.8641 1.2495 0.5903
N -0.2908 0.9977 0.9886
N -2.2552 0.7215 -0.4593
H 3.4277 -1.1500 -1.2949
H 3.5554 1.3983 -1.2110
H 1.7809 -0.4426 1.3039
H 2.1121 2.7642 0.1585
H 1.9215 -2.9023 -0.5325
H 0.7114 -2.5338 0.8092
H -2.0142 -1.4254 -0.4173
H -3.2159 -0.8150 -1.6966
H -4.3797 0.6614 0.0061
H -3.1140 0.1069 1.4037
H -1.3860 0.9607 0.1447
H -0.5427 0.7423 1.8871
H -2.5631 1.4601 -1.0738
```

***

[7]
Density functional theory data (ωB97M-V/def2-TZVPD) for the ion C8H13N2O with charge +1.

As for the charge: +1. The LUMO energy is -3.009 eV. The calculation puts the HOMO-LUMO gap at 11.461 eV. The SMILES is [NH2+]=C1N[C@@H]2[C@H]3CC[C@H](C3)[C@@H]2O1. For the energy above the lowest of the compared OMol25 structures with the same formula, charge and spin, the calculation gives 17.9 kcal per mole. The energy is -13527.3901 eV.

```
24
C8H13N2O (ωB97M-V/def2-TZVPD)
N -3.5415 -0.0670 0.4152
C -2.2839 -0.0459 0.0140
N -1.5063 -1.0783 -0.3623
C -0.2228 -0.7210 -0.6847
C 0.8306 -1.0059 0.4127
C 2.1615 -0.6828 -0.2852
C 2.0941 0.8958 -0.3260
C 0.8003 1.2440 0.3713
C 0.6325 0.1136 1.4387
C -0.3484 0.9781 -0.5384
O -1.6617 1.1380 -0.0192
H -4.0728 -0.8086 0.1382
H -3.9566 0.8157 0.2562
H -1.7025 -1.9827 -0.5201
H 0.0886 -1.0300 -1.8020
H 0.7524 -2.0623 0.9241
H 2.1034 -1.0324 -1.2999
H 2.9972 -1.1069 0.2187
H 3.0448 1.4191 -0.2205
H 1.8948 1.0974 -1.4178
H 0.9103 2.3257 0.7041
H -0.2529 -0.0221 1.9388
H 1.4578 0.1039 2.0770
H -0.2189 1.5144 -1.4329
```

***

[8]
Density functional theory data (ωB97M-V/def2-TZVPD) for a cluster of 2 separate species, C8H13N2O in total.

As for the charge: +1. The LUMO energy (alpha / beta) is -5.336 / -4.750 eV. The calculation puts the HOMO-LUMO gap (alpha / beta) at 7.047 / 7.478 eV. For the energy above the lowest of the compared OMol25 structures with the same formula, charge and spin, the calculation gives 148.6 kcal per mole. The energy is -13521.7197 eV.

```
24
C8H13N2O (ωB97M-V/def2-TZVPD)
C -0.1613 0.7472 3.7190
C -1.4595 1.0349 3.3776
C 0.5899 0.4561 2.5617
C -0.3985 0.5663 1.6420
C -0.0099 0.6000 -1.0653
C 1.9915 0.1661 2.4456
C -1.3840 -1.4545 -0.9923
C -0.7237 -0.3689 -3.0988
N -0.7390 -0.2853 -1.6188
N 0.6595 1.5968 -1.5856
O -1.5652 1.0730 2.0187
H 0.0963 0.7437 4.7914
H -2.4326 1.2414 3.9292
H 2.0312 -0.8539 1.8831
H 2.7057 0.9082 1.9545
H 2.4853 0.0470 3.4246
H -0.6770 -2.1787 -0.7546
H -1.9933 -0.9459 -0.1975
H -2.1137 -1.8782 -1.7651
H 0.1823 -1.0071 -3.5340
H -1.5956 -0.8069 -3.3259
H -0.8789 0.6475 -3.6218
H 1.2057 2.0215 -0.8703
H 1.0899 1.4455 -2.4628
```

***

[9]
Density functional theory data (ωB97M-V/def2-TZVPD) for a cluster of 2 separate species, C8H13N2O2 in total.

As for the charge: -1. The LUMO energy is 3.372 eV. The calculation puts the HOMO-LUMO gap at 6.977 eV. For the energy above the lowest of the compared OMol25 structures with the same formula, charge and spin, the calculation gives 94.8 kcal per mole. The energy is -15577.7260 eV.

```
25
C8H13N2O2 (ωB97M-V/def2-TZVPD)
C -2.2902 1.3323 1.1263
C -3.1163 0.0845 0.7755
C -0.6482 -0.2475 -0.9545
C 0.8054 -0.0756 -1.3651
C -0.6121 -1.0173 0.2888
C 1.5432 -0.3018 0.0030
C 1.9488 0.9297 0.6834
C 2.8260 -1.1665 -0.2210
N -3.7087 -0.4816 -0.0280
N 0.5409 -0.9421 0.8205
O -2.1593 1.9602 -0.0731
O -4.4410 -1.1557 -0.7601
H -2.8501 1.8681 1.9364
H -1.1931 1.2690 1.5498
H -1.2850 0.6193 -0.8999
H -1.2398 -0.9004 -1.6774
H 1.1514 -0.8097 -2.1070
H 0.8627 0.9524 -1.7680
H -1.4683 -1.2678 0.7853
H 1.0120 1.4238 0.8857
H 2.4887 1.6506 0.2055
H 2.6135 0.6763 1.5643
H 3.3107 -1.4387 0.6745
H 3.4225 -0.7290 -0.9786
H 2.4864 -2.2328 -0.4664
```

***

[10]
Density functional theory data (ωB97M-V/def2-TZVPD) for a cluster of 2 separate species, C8H13N2O6PS2 in total.

The LUMO energy is -0.072 eV. The calculation puts the HOMO-LUMO gap at 8.404 eV. The energy is -54732.1551 eV.

```
32
C8H13N2O6PS2 (ωB97M-V/def2-TZVPD)
O 3.6870 -1.2637 -0.8688
C 4.0988 -0.4503 -1.6988
O 4.6381 -0.6895 -2.7611
N 3.8820 1.0085 -1.3325
C 4.8975 1.9377 -1.1726
C 4.2777 3.0836 -0.8433
N 2.9228 2.8816 -0.7964
C 2.7380 1.5836 -1.1302
P 1.0231 0.8903 -1.2383
O 0.5725 0.2508 0.1595
O 0.0788 2.2150 -1.4714
S 0.9685 -0.2733 -2.7400
H 5.9390 1.7007 -1.3216
H 4.7936 4.0133 -0.6409
H 2.2116 3.5557 -0.5655
H -0.2313 0.7398 0.4357
H 0.5473 2.7131 -2.1583
C -4.0667 -2.4994 1.3990
C -3.0080 -2.2264 2.4751
C -1.8459 -1.4886 1.7995
S -2.5602 -0.5966 0.4144
O -2.0377 -1.1441 -0.8059
O -2.5146 0.8256 0.6908
C -4.2313 -1.1891 0.6355
H -5.0096 -2.8286 1.8336
H -3.7138 -3.2827 0.7243
H -3.4392 -1.5972 3.2572
H -2.6658 -3.1462 2.9476
H -1.3680 -0.7816 2.4741
H -1.1052 -2.1813 1.4032
H -4.7088 -1.3097 -0.3343
H -4.7703 -0.4511 1.2303
```

***

[11]
Density functional theory data (ωB97M-V/def2-TZVPD) for a cluster of 2 separate species, C8H13N2OS in total.

As for the charge: +1. The LUMO energy is -5.498 eV. The calculation puts the HOMO-LUMO gap at 7.432 eV. For the energy above the lowest of the compared OMol25 structures with the same formula, charge and spin, the calculation gives 48.0 kcal per mole. The energy is -24360.9001 eV.

```
25
C8H13N2OS (ωB97M-V/def2-TZVPD)
C 2.7764 -0.7619 0.1015
C -0.4200 1.6006 0.5550
C -0.4785 0.3567 -0.1457
C -1.7612 2.3382 0.4510
C 2.2886 -1.8288 -0.8574
C 0.7474 -0.3309 -0.2800
C -1.8167 3.7484 0.7204
C 0.0056 -2.1899 -1.8589
N 1.8614 0.0630 0.4035
N 0.8980 -1.4895 -1.0104
O -2.6955 1.6484 0.1605
S -0.8742 -2.1268 1.9109
H 3.7503 -0.8755 0.5310
H 0.4321 1.9480 1.1199
H -1.4626 0.0789 -0.4117
H 2.8785 -1.6202 -1.7632
H 2.5572 -2.8592 -0.5739
H -0.8144 4.2411 0.3992
H -2.0413 3.8363 1.7509
H -2.5619 4.2547 0.2516
H -0.9741 -2.2922 -1.3591
H -0.1604 -1.4806 -2.7181
H 0.4062 -3.1296 -2.1086
H -1.8974 -2.2882 2.7158
H -0.6436 -0.8410 2.0158
```

***

[12]
Density functional theory data (ωB97M-V/def2-TZVPD) for a cluster of 2 separate species, C8H13N2OS in total.

As for the charge: +1. The LUMO energy is -2.763 eV. The calculation puts the HOMO-LUMO gap at 8.447 eV. For the energy above the lowest of the compared OMol25 structures with the same formula, charge and spin, the calculation gives 34.9 kcal per mole. The energy is -24361.4674 eV.

```
25
C8H13N2OS (ωB97M-V/def2-TZVPD)
C 2.1367 -0.1830 -0.6886
C 1.9604 -1.3409 0.0401
C 1.5918 0.3058 1.4095
C -2.9514 -0.9109 -0.3720
C -2.5210 0.0654 -1.4560
C -2.2081 -0.6781 0.8888
C -1.7020 0.9755 -1.0270
C 1.8245 2.2072 0.0199
N 1.9265 0.8329 0.2573
N 1.5362 -0.9947 1.2842
O 2.1062 -2.6341 -0.2032
S -1.2178 0.8409 0.7233
H 2.5574 -0.0787 -1.6626
H -4.1024 -0.7356 -0.2751
H -2.8383 -1.9218 -0.7445
H 1.3863 0.9424 2.3524
H -2.9443 0.1408 -2.4634
H -2.8189 -0.4491 1.6910
H -1.5370 -1.4239 1.0196
H -1.0621 1.8152 -1.3510
H 1.7929 2.2335 -1.0701
H 0.9458 2.5821 0.3748
H 2.6768 2.9028 0.4117
H 1.4744 -1.7235 2.0506
H 1.9877 -2.7703 -1.2097
```

***

The calculation returns the following max |F| values, one per record and in order: 5.836, 2.340, 1.947, 4.220, 6.793, 4.748, 4.888, 4.045, 4.626, 4.307, 5.371, 4.496 eV/Å.